Here is a structure of composition C38H47KN5O3PS3 from the Open Molecules 2025 dataset. Energies are from the ωB97M-V functional and the def2-TZVPD basis.

CARTESIAN COORDINATES (ANGSTROEM)
K  -0.072  0.097  -0.221
N  -1.663  -0.729  4.584
C  -1.572  -2.101  4.612
C  -1.846  -3.023  5.615
C  -1.654  -4.352  5.302
C  -1.212  -4.740  4.030
C  -0.938  -3.814  3.045
C  -1.106  -2.458  3.340
N  -0.893  -1.311  2.565
C  -1.254  -0.327  3.342
C  -1.355  1.092  2.999
C  -2.285  1.927  3.545
S  -2.146  3.468  2.838
C  -0.868  2.896  1.879
N  -0.535  1.651  2.055
H  -1.907  -0.118  5.342
H  -2.202  -2.725  6.592
H  -1.855  -5.112  6.046
H  -1.087  -5.793  3.811
H  -0.621  -4.142  2.066
H  -3.070  1.685  4.240
H  -0.381  3.541  1.163
C  -8.057  2.518  -4.220
C  -6.904  2.041  -3.388
C  -5.797  2.855  -3.168
C  -4.726  2.417  -2.408
C  -4.742  1.149  -1.854
C  -5.837  0.322  -2.062
C  -6.907  0.770  -2.822
S  -3.382  0.578  -0.844
O  -3.695  -0.812  -0.560
O  -3.298  1.475  0.296
N  -2.050  0.774  -1.651
C  -1.721  -0.012  -2.732
C  -2.571  -0.930  -3.369
C  -2.082  -1.655  -4.436
C  -0.764  -1.484  -4.848
C  0.005  -0.571  -4.146
N  -0.442  0.153  -3.127
H  -7.948  3.571  -4.476
H  -9.004  2.399  -3.693
H  -8.133  1.955  -5.152
H  -5.773  3.848  -3.599
H  -3.875  3.066  -2.243
H  -5.836  -0.665  -1.622
H  -7.755  0.112  -2.972
H  -3.578  -1.094  -3.020
H  -2.728  -2.364  -4.939
H  -0.337  -2.037  -5.673
H  1.045  -0.411  -4.416
C  4.853  -1.584  -0.301
C  3.856  -2.727  -0.499
C  3.706  -3.020  -1.988
P  2.242  -2.227  0.262
C  2.508  -2.411  2.098
C  3.571  -3.399  2.574
C  2.734  -1.037  2.727
C  1.030  -3.578  -0.103
C  1.444  -5.016  0.190
C  0.403  -3.454  -1.492
H  5.817  -1.844  -0.747
H  5.024  -1.349  0.749
H  4.483  -0.678  -0.785
H  4.247  -3.627  -0.010
H  3.176  -2.213  -2.501
H  3.166  -3.947  -2.177
H  4.692  -3.112  -2.450
H  1.532  -2.764  2.448
H  4.576  -3.056  2.322
H  3.453  -4.395  2.150
H  3.533  -3.496  3.662
H  3.661  -0.579  2.377
H  2.803  -1.125  3.815
H  1.921  -0.348  2.492
H  0.235  -3.286  0.596
H  2.311  -5.311  -0.407
H  0.637  -5.712  -0.052
H  1.700  -5.161  1.239
H  1.063  -3.807  -2.285
H  0.134  -2.426  -1.748
H  -0.510  -4.050  -1.543
C  3.940  2.989  -1.289
S  2.563  2.559  -0.211
O  2.125  1.202  -0.652
C  1.353  3.699  -0.863
C  1.295  4.993  -0.359
C  0.300  5.845  -0.808
C  -0.634  5.390  -1.734
C  -0.566  4.094  -2.216
C  0.437  3.231  -1.789
H  3.640  2.845  -2.326
H  4.772  2.334  -1.041
H  4.222  4.027  -1.114
H  2.004  5.322  0.393
H  0.238  6.855  -0.425
H  -1.423  6.049  -2.071
H  -1.303  3.725  -2.917
H  0.464  2.210  -2.151

The calculation puts the energy above the lowest of the compared OMol25 structures with the same formula, charge and spin at 10.8 kcal per mole. As for the charge: 0. The value obtained for the total energy is -4111.6408 Ha. The HOMO energy comes out at -7.41 eV. The HOMO-LUMO gap is 7.68 eV. The largest force on an atom comes out at 0.7 eV/Å.

Atomic partial charges in e from the Löwdin method, atoms 1 to 8: number 1, K, carries 0.64; number 2, N, carries 0.17; number 3, C, carries -0.19; number 4, C, carries -0.02; number 5, C, carries -0.10; number 6, C, carries -0.09; number 7, C, carries -0.02; number 8, C, carries -0.21